18
Properties=species:S:1:pos:R:3:lowdin_spin:R:1 method="wB97M-V/def2-TZVPD" e_lumo_ev="-3.63 / -8.94" e_above_lowest_ev=0.6953 charge=+1 multiplicity=2 homo_ev="-16.01 / -15.95" homo_lumo_gap_ev="12.381 / 7.001"
C 1.1849 -0.9914 -0.9672 -0.01
C 0.0863 -0.6788 -1.9979 0.01
C 1.4140 0.1895 -0.0599 0.01
N 0.3187 0.4310 0.8163 0.63
C 0.0777 1.7462 1.3698 0.08
O 2.3322 0.9548 -0.0846 0.20
H 0.9607 -1.8680 -0.3459 0.00
H 2.0717 -1.2838 -1.5330 0.00
H -0.6204 0.0887 -1.6464 0.00
H -0.4751 -1.5873 -2.1486 0.00
H 0.5135 -0.2335 -2.8933 0.00
H -0.2724 -0.3482 1.1290 0.01
H 0.8872 2.3908 1.0275 0.00
H -0.9067 2.0763 1.0239 0.04
H 0.1429 1.6813 2.4599 0.03
H -2.8044 -1.6280 1.4529 0.00
H -2.2967 -0.2567 0.8123 0.00
O -2.6141 -0.6827 1.5852 0.00

18
Properties=species:S:1:pos:R:3:lowdin_spin:R:1 method="wB97M-V/def2-TZVPD" e_lumo_ev="-4.75 / -9.87" e_above_lowest_ev=1.4068 charge=+1 multiplicity=2 homo_ev="-14.37 / -14.37" homo_lumo_gap_ev="9.626 / 4.501"
N -0.6898 -0.5444 -2.3163 0.04
C -0.7507 0.4612 -1.4836 0.05
O 0.1703 1.3544 -1.5005 0.07
O -1.7343 0.6218 -0.7128 0.83
H -1.3799 -1.2953 -2.1831 0.00
H 0.2585 -0.8016 -2.6238 0.00
H 0.1609 1.8212 -2.3637 0.00
C -0.3108 -0.6888 2.3550 0.00
C 1.1593 -1.0488 2.1449 0.00
C 1.9924 0.0541 1.4637 0.00
H -0.4250 0.3622 2.6520 0.00
H -0.7604 -1.2955 3.1444 0.00
H -0.8615 -0.7935 1.4260 0.00
H 1.2507 -1.9529 1.5428 0.00
H 1.6103 -1.3265 3.1014 0.00
H 2.9744 -0.3174 1.2195 0.00
H 1.4505 0.4374 0.5928 0.00
H 2.0935 0.9027 2.1389 0.00

19
Properties=species:S:1:pos:R:3:mulliken_charge:R:1 method="wB97M-V/def2-TZVPD" e_lumo_ev="3.93 / 3.93" e_above_lowest_ev=3.5403 charge=-1 homo_ev="-3.57 / -3.56" homo_lumo_gap_ev="7.499 / 7.489"
C 0.4004 1.4050 -0.8293 -1.46
C -0.8712 -0.2269 -2.2448 -1.62
C 1.0131 -0.1100 2.3207 -0.75
C 0.0885 -0.0583 -1.0831 0.56
N 0.6115 -1.1560 1.4056 -0.40
O -1.3094 -2.1610 0.0343 -0.75
O -1.9894 0.8041 1.5737 -0.88
P -0.7379 -0.8484 0.4026 0.67
H 0.5121 1.9493 -1.7709 0.41
H -0.4223 1.8292 -0.2575 0.37
H 1.3201 1.5172 -0.2594 0.29
H -1.7796 0.3362 -2.0431 0.35
H -1.1399 -1.2752 -2.3491 0.40
H -0.4317 0.1277 -3.1812 0.42
H 2.0418 -0.2902 2.6580 0.29
H 0.9572 0.8371 1.7962 0.23
H 0.3554 -0.0314 3.1907 0.29
H 1.0020 -0.6377 -1.2639 0.30
H 0.3795 -2.0104 1.9005 0.27

19
Properties=species:S:1:pos:R:3:mulliken_charge:R:1 method="wB97M-V/def2-TZVPD" e_lumo_ev=-4.16 e_above_lowest_ev=6.0338 homo_ev=-7.76 homo_lumo_gap_ev=3.604
C 0.0626 0.8333 -1.0602 -0.91
N 1.1691 0.4588 -0.2618 -0.34
C 0.9986 -0.4509 0.6991 0.98
C 2.0877 -0.9774 1.3439 -0.79
S -3.0482 0.7804 -0.4054 -0.55
C -0.3643 -0.7433 1.2841 -0.65
O -1.1374 -1.4499 0.3409 -0.52
H 0.3890 1.3616 -1.9534 0.32
H -0.6397 1.5090 -0.5193 0.26
H -0.5786 -0.0109 -1.3175 0.50
H -1.9008 -0.8605 0.0981 0.16
H -0.8254 0.2044 1.5909 0.34
H 2.0229 -1.4189 2.3252 0.28
H 3.0703 -0.7748 0.9183 0.33
H -4.0653 0.5346 -1.2354 0.10
H -0.2426 -1.4165 2.1344 0.34
H 4.1309 0.8166 -1.7415 0.31
H 2.8157 0.7858 -0.8065 0.51
O 3.7573 0.5484 -0.8973 -0.68